# 1
The following is a quantum chemistry calculation of a 9-piece molecular cluster, C45H87F3O11 overall at a distorted geometry, from the Open Molecules 2025 dataset.

```
! RIJCOSX wB97M-V def2-TZVPD def2/J DEFGRID3
* xyz 0 1
C 10.925 0.901 -1.606
C 9.709 1.563 -0.767
C 8.464 0.578 -0.565
C 7.378 0.695 -1.732
C 7.689 -0.302 -2.950
C 6.405 -1.183 -3.371
C 6.302 -2.552 -2.544
C 4.815 -2.856 -2.027
C 4.192 -4.220 -2.662
C 3.177 -3.836 -3.841
C 1.634 -4.121 -3.487
C 1.231 -3.446 -2.089
C 1.123 -4.460 -0.860
C -0.063 -4.161 0.165
C 0.011 -2.746 0.897
C -0.499 -1.504 0.041
C -2.019 -1.569 -0.387
O -2.782 -2.533 -0.265
O -2.560 -0.353 -0.929
C -3.149 -0.587 -2.226
C -3.730 0.839 -2.716
C -2.595 1.760 -3.416
O -3.186 2.407 -4.591
C -2.012 2.885 -2.447
F -2.680 4.126 -2.576
F -0.654 3.102 -2.795
F -2.013 2.541 -1.097
H 11.926 1.014 -1.085
H 10.947 1.387 -2.645
H 10.663 -0.212 -1.713
H 10.137 1.872 0.245
H 9.396 2.529 -1.299
H 8.845 -0.496 -0.416
H 7.931 0.870 0.406
H 7.416 1.772 -2.120
H 6.303 0.550 -1.362
H 8.609 -0.928 -2.733
H 7.932 0.339 -3.871
H 6.527 -1.457 -4.477
H 5.460 -0.555 -3.299
H 7.015 -2.475 -1.650
H 6.686 -3.383 -3.219
H 4.845 -2.976 -0.898
H 4.085 -2.032 -2.336
H 3.639 -4.835 -1.874
H 5.055 -4.837 -3.062
H 3.429 -4.521 -4.726
H 3.315 -2.765 -4.229
H 1.362 -5.221 -3.479
H 1.030 -3.612 -4.322
H 2.073 -2.710 -1.829
H 0.251 -2.878 -2.276
H 2.126 -4.587 -0.316
H 0.903 -5.495 -1.313
H -1.039 -4.373 -0.369
H 0.019 -4.953 0.995
H -0.658 -2.819 1.826
H 1.062 -2.526 1.303
H 0.126 -1.267 -0.879
H -0.401 -0.580 0.719
H -4.026 -1.304 -2.232
H -2.419 -0.917 -3.031
H -4.167 1.422 -1.834
H -4.602 0.708 -3.448
H -1.726 1.098 -3.752
H -3.149 1.746 -5.308
C 5.851 1.392 4.096
C 6.718 0.374 3.407
O 7.075 0.525 2.253
C 7.126 -0.837 4.201
H 5.634 2.210 3.406
H 4.909 0.933 4.400
H 6.373 1.797 4.966
H 6.240 -1.393 4.510
H 7.703 -0.530 5.076
H 7.748 -1.485 3.581
C -5.403 -3.940 -1.434
C -5.330 -4.218 -2.910
O -5.143 -3.324 -3.714
C -5.498 -5.647 -3.356
H -5.265 -2.872 -1.261
H -6.382 -4.234 -1.047
H -4.612 -4.483 -0.914
H -6.481 -6.016 -3.055
H -4.712 -6.267 -2.922
H -5.423 -5.697 -4.444
C 3.238 6.144 4.381
C 3.870 5.031 3.589
O 3.457 3.889 3.663
C 5.034 5.385 2.700
H 2.414 5.744 4.975
H 3.975 6.584 5.057
H 2.845 6.905 3.704
H 5.850 5.791 3.301
H 4.719 6.112 1.949
H 5.387 4.486 2.191
C -8.111 4.270 -1.675
C -7.491 3.150 -2.467
O -7.910 2.011 -2.386
C -6.332 3.494 -3.365
H -8.933 3.877 -1.074
H -7.367 4.708 -1.006
H -8.505 5.031 -2.352
H -5.508 3.897 -2.772
H -6.649 4.219 -4.117
H -5.986 2.593 -3.872
C -10.002 4.324 3.760
C -9.927 4.029 2.285
O -9.735 4.913 1.473
C -10.099 2.596 1.855
H -9.861 5.394 3.922
H -10.982 4.037 4.147
H -9.214 3.783 4.288
H -11.083 2.232 2.158
H -9.315 1.978 2.299
H -10.021 2.531 0.768
C -10.030 -4.051 -4.244
C -9.411 -5.162 -5.051
O -9.827 -6.301 -4.981
C -8.255 -4.804 -5.947
H -10.850 -4.452 -3.646
H -9.285 -3.619 -3.573
H -10.427 -3.283 -4.911
H -7.431 -4.406 -5.350
H -8.573 -4.070 -6.690
H -7.909 -5.700 -6.466
C 5.135 -0.171 9.021
C 4.595 -0.380 7.631
O 5.273 -0.892 6.761
C 3.184 0.070 7.360
H 6.160 -0.542 9.071
H 5.135 0.893 9.264
H 4.528 -0.723 9.742
H 3.098 1.145 7.529
H 2.491 -0.471 8.007
H 2.930 -0.143 6.320
C -2.371 4.292 4.738
C -0.877 4.345 4.926
O -0.376 5.006 5.815
C -0.030 3.550 3.969
H -2.853 4.912 5.497
H -2.635 4.677 3.751
H -2.723 3.265 4.850
H -0.191 3.902 2.948
H -0.278 2.489 4.047
H 1.024 3.682 4.224
*
```

Computed properties:
- HOMO-LUMO gap (eV) = 9.623
- SMILES = CCCCCCCCCCCCCCCCC(=O)OCC[C@@H](O)C(F)(F)F.CC(C)=O.CC(C)=O.CC(C)=O.CC(C)=O.CC(C)=O.CC(C)=O.CC(C)=O.CC(C)=O
- molecular weight (g mol⁻¹) = 861.2
- LUMO energy (Ha) = 0.009


# 2
The following is a quantum chemistry calculation of one molecule with the formula C4H8OS3 at a distorted geometry, from the Open Molecules 2025 dataset.

```
! RIJCOSX wB97M-V def2-TZVPD def2/J DEFGRID3
* xyz 0 1
C -0.268 1.691 -0.693
C 0.283 -0.153 0.895
C -1.154 -0.784 0.787
C 1.343 -0.870 0.121
H -0.402 0.631 -1.441
H 0.528 2.506 -1.172
H -1.443 2.161 -0.533
H 0.675 -0.072 1.975
H -1.065 -1.848 1.220
H -1.842 -0.169 1.320
H -2.746 -0.336 -0.761
H 3.558 -0.575 -0.901
O 0.147 1.204 0.676
S -1.700 -1.207 -0.848
S 2.570 0.332 -0.524
S 1.516 -2.509 -0.120
*
```

Computed properties:
- HOMO-LUMO gap (eV) = 8.147
- SMILES = CO[C@@H](CS)C(=S)S
- energy relative to the best compared isomer or geometry (same formula, charge and spin) (eV) = 3.3331
- molecular weight (g mol⁻¹) = 168.3
- LUMO energy (Ha) = -0.023


> Look up the HOMO-LUMO gap of the second one.

8.147 eV